Record 1
C6H8N2O2S | wB97M-V/def2-TZVPD

Cartesian coordinates (Å):
C -1.03 1.04 0.56
C 0.34 1.21 0.85
C -1.26 0.25 -1.73
C 0.17 -2.54 0.65
C -3.14 0.34 -0.29
C 3.45 -0.16 -0.84
N -1.71 0.53 -0.51
N 1.31 0.77 0.16
O -0.73 -2.17 1.24
O 1.14 -2.88 0.14
S 2.92 0.84 0.57
H -1.73 1.39 1.41
H 0.45 1.67 1.91
H -3.53 1.24 0.35
H -3.71 0.25 -1.39
H -3.38 -0.65 0.25
H 3.76 -1.15 -0.49
H 4.18 0.36 -1.44
H 2.50 -0.34 -1.41

The energy above the lowest of the compared OMol25 structures with the same formula, charge and spin comes out at 6.743 eV. As for the total charge: 0. The total energy comes out at -24256.0301 eV.

Record 2
C6H8N2O3PS | wB97M-V/def2-TZVPD

Cartesian coordinates (Å):
C 1.65 2.42 0.14
C 1.16 1.01 0.48
P 0.22 0.32 -0.98
C -0.35 -1.36 -0.23
C 0.38 -2.51 -0.94
C -0.08 -1.44 1.18
N 0.24 -1.61 2.26
C -1.77 -1.53 -0.44
N -2.84 -1.88 -0.69
S -1.82 1.22 -0.03
O -2.82 1.10 -1.06
O -1.45 2.59 0.30
O -1.96 0.34 1.12
H 2.23 2.43 -0.78
H 0.79 3.07 0.03
H 2.27 2.80 0.95
H 0.48 1.06 1.33
H 2.00 0.35 0.72
H 0.11 -2.52 -2.00
H 1.46 -2.37 -0.86
H 0.12 -3.47 -0.50

The energy above the lowest of the compared OMol25 structures with the same formula, charge and spin comes out at 0.000 eV. As for the total charge: -1. The total energy comes out at -35599.2822 eV. As for the structure (SMILES): CCP(C(C)(C#N)C#N)S(=O)(=O)[O-].

Record 3
C6H8N2O3S | wB97M-V/def2-TZVPD

Cartesian coordinates (Å):
C 2.72 1.55 -0.50
C 1.53 1.03 0.25
O 1.04 1.58 1.19
C 0.83 -0.14 -0.46
C -0.60 -0.24 -0.02
N -1.07 -0.27 1.14
C -2.42 -0.36 1.22
C -3.01 -0.80 -0.13
S -1.84 -0.25 -1.40
N 1.58 -1.34 -0.23
O 2.63 -1.41 -0.86
O 1.15 -2.25 0.46
H 2.34 2.37 -1.27
H 3.26 2.09 0.16
H 3.30 0.85 -1.16
H 1.01 0.14 -1.53
H -2.67 0.67 1.53
H -2.87 -0.87 2.06
H -2.91 -1.84 -0.14
H -3.99 -0.51 -0.28

The energy above the lowest of the compared OMol25 structures with the same formula, charge and spin comes out at 4.595 eV. As for the total charge: 0. The total energy comes out at -26305.1445 eV. As for the structure (SMILES): CC(=O)[C@H](C1=NCCS1)[N+](=O)[O-].